1.
Density functional theory data (ωB97M-V/def2-TZVPD) for a cluster of 6 separate species, C32H75BrN2O22PS5Si in total at a distorted geometry.

Last column: Löwdin charge in e.
Atoms and positions in Å:
C  -3.642  -3.354  -0.796  -0.067
C  -2.442  -2.473  -1.152  -0.276
O  -1.309  -2.995  -0.497  -0.140
C  -0.279  -2.076  -0.153  -0.133
C  -0.074  -2.136  1.389  -0.379
C  -1.315  -1.482  2.042  -0.060
C  -1.529  0.049  2.026  -0.202
O  -0.783  0.718  1.015  -0.236
Si  -1.364  1.947  0.078  0.388
C  -2.053  3.358  1.118  -0.151
C  -2.647  1.364  -1.153  -0.155
C  0.098  2.532  -0.916  -0.144
O  -0.085  -3.482  1.790  -0.268
P  1.436  -4.294  1.564  0.535
C  1.485  -4.686  3.498  -0.291
C  2.700  -4.258  4.212  -0.740
O  3.803  -4.120  3.909  0.069
Br  2.338  -3.899  6.268  0.425
O  2.177  -2.738  1.844  -0.264
C  1.343  -1.618  1.856  -0.356
C  1.340  -1.030  3.294  -0.149
N  0.660  -1.815  4.336  0.039
N  1.930  -0.542  0.960  0.099
C  2.850  0.408  1.553  -0.440
C  2.238  1.721  1.992  0.009
O  4.045  0.249  1.596  0.102
C  2.419  -0.908  -0.370  -0.428
C  3.668  -1.717  -0.532  0.015
O  1.827  -0.466  -1.314  0.098
H  -4.580  -2.791  -0.752  0.064
H  -3.450  -3.735  0.215  0.066
H  -3.748  -4.210  -1.470  0.069
H  -2.633  -1.436  -0.837  0.089
H  -2.272  -2.461  -2.243  0.118
H  0.627  -2.350  -0.691  0.097
H  -0.567  -1.065  -0.458  0.109
H  -1.357  -1.814  3.080  0.105
H  -2.173  -1.964  1.554  0.113
H  -1.254  0.479  3.001  0.103
H  -2.608  0.244  1.897  0.114
H  -2.392  3.043  2.112  0.017
H  -2.892  3.839  0.599  0.028
H  -1.265  4.113  1.241  0.028
H  -2.236  0.511  -1.708  0.023
H  -2.776  2.187  -1.872  0.026
H  -3.620  1.102  -0.725  0.035
H  0.394  1.772  -1.649  0.032
H  -0.124  3.466  -1.449  0.036
H  0.963  2.727  -0.270  0.024
H  0.740  -5.546  1.402  -0.010
H  2.745  -4.883  1.447  -0.002
H  1.387  -4.061  0.140  0.003
H  1.473  -5.784  3.584  0.086
H  0.608  -4.301  4.021  0.049
H  2.404  -0.969  3.552  0.133
H  0.915  -0.028  3.270  0.086
H  -0.138  -1.308  4.703  0.066
H  1.280  -1.985  5.121  -0.038
H  2.923  2.539  1.739  0.092
H  1.251  1.867  1.560  0.044
H  2.146  1.697  3.083  0.070
H  3.657  -2.609  0.097  0.083
H  4.519  -1.108  -0.209  0.084
H  3.795  -1.961  -1.590  0.068
O  2.744  4.654  -3.178  -0.276
S  2.324  3.978  -4.369  0.551
O  1.413  2.879  -4.280  -0.277
O  3.610  3.536  -5.187  -0.270
C  4.611  2.761  -4.460  -0.234
C  4.210  1.316  -4.259  -0.058
C  1.694  5.149  -5.523  -0.124
H  4.810  3.264  -3.513  0.114
H  5.497  2.847  -5.085  0.119
H  3.359  1.219  -3.587  0.072
H  5.051  0.768  -3.830  0.073
H  3.946  0.857  -5.213  0.085
H  2.396  5.974  -5.607  0.071
H  0.742  5.491  -5.123  0.075
H  1.550  4.652  -6.479  0.071
O  -3.816  6.277  -6.236  -0.284
S  -4.707  5.306  -5.669  0.557
O  -4.679  5.081  -4.258  -0.272
O  -4.536  3.939  -6.451  -0.267
C  -3.188  3.410  -6.583  -0.243
C  -2.703  2.715  -5.333  -0.066
C  -6.359  5.645  -6.169  -0.125
H  -2.530  4.226  -6.884  0.110
H  -3.265  2.715  -7.416  0.121
H  -2.573  3.414  -4.507  0.071
H  -1.741  2.242  -5.529  0.085
H  -3.411  1.950  -5.014  0.088
H  -6.377  5.801  -7.244  0.073
H  -6.661  6.547  -5.641  0.075
H  -6.986  4.807  -5.878  0.075
O  7.309  -0.969  -4.121  -0.286
S  6.881  -2.318  -3.882  0.560
O  5.940  -2.581  -2.842  -0.262
O  8.169  -3.229  -3.684  -0.267
C  9.123  -2.801  -2.675  -0.247
C  8.662  -3.111  -1.268  -0.068
C  6.312  -3.042  -5.380  -0.120
H  9.320  -1.738  -2.817  0.111
H  10.026  -3.353  -2.928  0.118
H  7.790  -2.522  -0.989  0.074
H  9.470  -2.885  -0.571  0.082
H  8.400  -4.165  -1.172  0.087
H  7.041  -2.856  -6.163  0.072
H  5.363  -2.559  -5.609  0.077
H  6.164  -4.105  -5.213  0.076
O  -5.396  -3.377  3.768  -0.269
S  -6.050  -4.119  2.734  0.564
O  -6.240  -3.522  1.447  -0.279
O  -7.467  -4.603  3.292  -0.269
C  -8.305  -3.591  3.897  -0.256
C  -8.993  -2.712  2.874  -0.075
C  -5.301  -5.694  2.540  -0.113
H  -7.699  -3.008  4.591  0.112
H  -9.028  -4.164  4.474  0.119
H  -8.277  -2.095  2.333  0.072
H  -9.702  -2.059  3.384  0.079
H  -9.533  -3.321  2.149  0.083
H  -5.187  -6.152  3.519  0.076
H  -4.328  -5.511  2.086  0.078
H  -5.923  -6.297  1.884  0.075
O  -0.120  1.659  5.494  -0.279
S  0.305  2.620  6.470  0.562
O  -0.302  2.612  7.766  -0.276
O  0.178  4.071  5.832  -0.265
C  -1.079  4.395  5.185  -0.247
C  -2.179  4.715  6.172  -0.071
C  2.055  2.582  6.633  -0.114
H  -1.350  3.572  4.523  0.102
H  -0.835  5.258  4.568  0.122
H  -2.464  3.838  6.751  0.073
H  -3.053  5.071  5.626  0.081
H  -1.857  5.492  6.867  0.083
H  2.499  2.609  5.641  0.069
H  2.295  1.646  7.134  0.082
H  2.369  3.430  7.235  0.074

Force components x, y, z for each atom (eV/Å):
C 0.18 0.03 0.29
C -0.04 0.02 -0.07
O -0.09 -0.09 0.00
C -0.14 0.11 -0.04
C -0.01 0.07 -0.22
C -0.27 -0.05 0.04
C 0.07 -0.18 0.06
O -0.33 0.14 0.15
Si 0.28 -0.05 -0.25
C 0.03 0.13 -0.02
C 0.06 0.08 -0.06
C 0.11 0.11 0.01
O -0.17 0.16 -0.05
P -0.24 -0.21 -0.06
C -0.33 -0.15 0.52
C -1.24 -0.37 -0.53
O 1.44 0.16 -0.21
Br 0.02 -0.07 0.59
O 0.06 0.56 0.10
C 0.11 -0.30 0.05
C -0.03 -0.01 0.12
N 0.16 0.29 -0.23
N 0.33 0.00 0.38
C -0.43 -0.14 -0.29
C 0.04 0.07 0.38
O 0.06 0.06 -0.07
C 0.28 -0.14 0.50
C 0.27 -0.16 -0.17
O -0.08 0.40 -0.54
H 0.13 -0.10 -0.20
H -0.12 0.01 -0.18
H 0.01 0.13 0.09
H 0.06 -0.21 0.02
H -0.07 0.11 0.13
H -0.32 -0.15 0.09
H 0.20 -0.11 0.05
H 0.01 -0.05 -0.10
H 0.21 0.06 0.01
H 0.05 -0.03 -0.17
H 0.16 -0.04 0.04
H 0.02 0.01 -0.15
H 0.12 -0.06 0.13
H -0.16 -0.11 0.09
H -0.16 0.12 0.08
H -0.15 -0.15 0.12
H 0.11 -0.01 -0.11
H -0.01 0.14 0.15
H -0.01 -0.14 0.02
H -0.13 -0.03 -0.20
H 0.08 0.06 0.04
H -0.05 0.04 0.06
H 0.08 -0.04 0.10
H 0.12 0.13 -0.06
H 0.18 -0.07 -0.20
H -0.09 0.15 -0.01
H 0.05 0.11 -0.09
H 0.10 -0.03 -0.09
H -0.13 0.00 -0.22
H -0.12 -0.21 -0.02
H 0.11 -0.07 0.13
H -0.02 0.10 -0.07
H -0.10 0.15 -0.05
H -0.17 -0.10 0.01
H -0.07 -0.03 0.21
O -0.06 -0.02 0.03
S 0.09 -0.09 -0.06
O -0.08 0.08 0.01
O -0.10 0.00 0.02
C 0.18 -0.10 0.09
C -0.10 0.02 0.00
C 0.03 0.02 -0.03
H -0.04 0.01 0.00
H -0.03 0.01 -0.02
H 0.01 -0.01 0.01
H 0.02 0.03 -0.02
H 0.02 0.00 0.00
H 0.00 0.00 0.00
H 0.01 0.00 0.01
H -0.01 0.00 0.01
O -0.01 0.01 0.02
S 0.04 -0.03 -0.06
O -0.01 0.00 -0.01
O -0.08 0.03 0.11
C 0.23 -0.09 -0.13
C -0.05 0.04 0.16
C -0.03 0.01 -0.02
H -0.02 0.02 0.03
H -0.06 0.01 0.01
H 0.01 0.01 -0.02
H 0.00 0.00 -0.01
H 0.02 -0.02 -0.04
H 0.00 -0.01 0.01
H 0.01 0.00 0.00
H 0.00 0.01 0.01
O -0.03 0.02 -0.01
S 0.08 -0.06 0.04
O -0.01 0.05 -0.05
O -0.08 0.01 -0.04
C 0.14 0.05 0.10
C -0.08 -0.02 -0.03
C 0.01 -0.01 -0.03
H -0.04 0.00 -0.01
H -0.03 -0.02 -0.02
H 0.01 0.01 -0.01
H 0.01 -0.01 -0.01
H 0.03 0.00 0.01
H 0.00 0.00 0.01
H 0.01 0.00 0.01
H -0.01 0.01 0.01
O 0.01 0.05 -0.04
S -0.08 0.06 0.04
O 0.01 0.02 0.00
O 0.05 -0.11 -0.11
C -0.07 0.08 0.15
C 0.04 -0.03 -0.06
C 0.03 -0.01 0.02
H 0.02 -0.01 -0.03
H 0.01 -0.02 -0.02
H 0.00 0.00 0.02
H -0.01 -0.01 0.01
H -0.02 0.01 0.02
H 0.00 0.01 0.00
H 0.00 0.01 0.01
H 0.01 0.02 -0.01
O 0.01 0.02 0.10
S -0.09 -0.06 -0.23
O 0.06 0.00 0.02
O 0.04 0.01 0.14
C -0.08 0.02 -0.19
C 0.04 -0.03 0.07
C 0.02 -0.03 -0.01
H 0.02 -0.02 0.02
H 0.03 0.00 0.02
H 0.01 0.00 -0.02
H 0.00 0.01 -0.01
H -0.01 0.01 -0.02
H -0.01 0.00 0.00
H -0.01 0.00 -0.02
H -0.02 -0.01 0.01

Lowest unoccupied orbital energy (eV): 1.67
HOMO (Ha): -0.1724
Charge: -1
HOMO-LUMO gap (eV): 6.4

2.
Density functional theory data (ωB97M-V/def2-TZVPD) for a cluster of 9 separate species, C32H75F30N4O2P6 in total at a distorted geometry.

Last column: Löwdin charge in e.
Atoms and positions in Å:
C  1.501  2.771  0.144  0.031
N  1.626  2.387  -1.358  -0.260
C  2.178  3.685  -2.091  0.041
C  2.737  1.326  -1.624  0.031
C  0.383  1.809  -2.102  -0.062
C  -0.138  0.351  -1.791  -0.203
O  -0.133  0.139  -0.405  -0.098
H  2.472  3.036  0.563  0.104
H  1.018  1.980  0.717  0.069
H  0.790  3.597  0.100  0.079
H  1.521  4.518  -1.841  0.077
H  2.238  3.399  -3.141  0.082
H  3.134  3.935  -1.629  0.107
H  2.821  1.218  -2.705  0.109
H  2.552  0.343  -1.191  0.097
H  3.561  1.940  -1.258  0.070
H  0.574  1.960  -3.164  0.119
H  -0.458  2.488  -1.964  0.095
H  0.453  -0.417  -2.291  0.122
H  -1.172  0.212  -2.106  0.101
H  -0.388  -0.748  -0.140  0.049
C  -0.309  3.506  -9.420  0.000
N  -0.824  2.616  -8.276  -0.320
C  -2.291  2.375  -8.467  0.000
C  -0.060  1.317  -8.476  0.014
C  -0.611  3.423  -6.963  -0.034
C  0.779  3.317  -6.276  -0.198
O  1.909  3.730  -7.067  -0.090
H  -0.385  2.932  -10.344  0.092
H  0.728  3.836  -9.367  0.109
H  -1.035  4.311  -9.530  0.102
H  -2.860  3.302  -8.396  0.114
H  -2.652  1.762  -7.641  0.097
H  -2.453  1.868  -9.418  0.107
H  1.007  1.499  -8.353  0.107
H  -0.271  0.937  -9.475  0.100
H  -0.380  0.601  -7.719  0.114
H  -1.363  3.049  -6.269  0.132
H  -0.745  4.468  -7.246  0.138
H  1.042  2.286  -6.042  0.110
H  0.811  3.802  -5.300  0.107
H  2.756  3.832  -6.627  0.021
C  -2.106  0.798  2.666  -0.045
C  -1.817  2.343  2.626  -0.137
N  -2.585  2.941  1.508  -0.023
C  -2.656  2.631  0.141  0.024
C  -3.582  3.454  -0.397  -0.024
N  -4.040  4.367  0.506  -0.063
C  -3.444  4.017  1.701  0.024
C  -5.004  5.409  0.245  0.008
H  -1.784  0.393  1.706  0.059
H  -3.185  0.679  2.771  0.080
H  -1.615  0.174  3.412  0.060
H  -0.778  2.651  2.515  0.114
H  -2.130  2.750  3.587  0.113
H  -2.016  1.910  -0.345  0.119
H  -3.988  3.441  -1.397  0.135
H  -3.613  4.547  2.627  0.151
H  -5.786  5.455  1.003  0.093
H  -5.594  5.321  -0.668  0.112
H  -4.439  6.340  0.285  0.104
C  -1.017  -8.524  6.614  -0.110
C  -0.242  -7.216  6.242  -0.225
C  -0.834  -6.553  4.938  -0.210
C  0.172  -5.699  4.138  -0.243
P  0.409  -3.904  4.528  1.075
C  -1.110  -2.971  4.094  -0.271
C  -2.386  -3.684  4.271  -0.264
C  -3.579  -2.831  3.721  -0.224
C  -4.943  -3.470  4.056  -0.094
C  0.674  -3.831  6.307  -0.301
C  1.969  -4.358  6.926  -0.252
C  2.059  -4.295  8.470  -0.227
C  1.909  -2.811  8.903  -0.109
C  1.860  -3.176  3.611  -0.245
C  1.771  -3.351  2.081  -0.231
C  3.026  -2.783  1.326  -0.238
C  3.367  -1.346  1.571  -0.112
H  -0.540  -9.096  7.409  0.064
H  -1.038  -9.275  5.824  0.066
H  -2.089  -8.540  6.809  0.069
H  0.797  -7.524  6.127  0.100
H  -0.224  -6.449  7.016  0.077
H  -1.767  -6.016  5.108  0.090
H  -1.071  -7.412  4.311  0.111
H  -0.227  -5.758  3.125  0.090
H  1.179  -6.095  4.007  0.100
H  -0.859  -2.568  3.113  0.091
H  -1.095  -2.136  4.795  0.100
H  -2.545  -3.898  5.328  0.112
H  -2.443  -4.580  3.653  0.115
H  -3.419  -2.842  2.643  0.097
H  -3.464  -1.770  3.941  0.090
H  -5.839  -2.907  3.795  0.071
H  -5.082  -3.814  5.081  0.062
H  -5.008  -4.423  3.531  0.074
H  -0.246  -4.175  6.780  0.096
H  0.680  -2.846  6.773  0.082
H  2.743  -3.693  6.542  0.107
H  2.138  -5.390  6.617  0.096
H  3.008  -4.620  8.896  0.108
H  1.281  -4.943  8.875  0.101
H  0.909  -2.391  8.793  0.069
H  2.609  -2.204  8.329  0.077
H  2.340  -2.721  9.900  0.071
H  2.775  -3.681  3.919  0.099
H  1.944  -2.106  3.805  0.098
H  0.864  -2.864  1.722  0.076
H  1.619  -4.401  1.833  0.100
H  2.916  -2.966  0.257  0.113
H  3.922  -3.363  1.547  0.108
H  4.255  -1.108  0.985  0.073
H  3.831  -1.157  2.539  0.075
H  2.513  -0.685  1.420  0.074
P  -1.301  5.891  -2.534  0.247
F  0.110  6.710  -2.342  -0.170
F  -1.883  7.148  -3.521  -0.208
F  -0.643  5.015  -3.769  -0.181
F  -2.622  4.986  -2.736  -0.170
F  -0.786  4.754  -1.444  -0.214
F  -1.926  6.621  -1.265  -0.165
P  6.445  1.513  0.023  0.185
F  5.703  0.363  -0.906  -0.199
F  7.897  1.398  -0.724  -0.174
F  6.040  2.711  -1.036  -0.182
F  7.038  2.633  1.030  -0.177
F  5.074  1.594  0.850  -0.190
F  6.879  0.311  1.044  -0.199
P  -1.552  -3.758  -0.522  0.179
F  -2.975  -3.791  0.321  -0.194
F  -2.226  -4.967  -1.331  -0.154
F  -2.173  -2.641  -1.577  -0.182
F  -0.226  -3.744  -1.453  -0.160
F  -1.048  -2.485  0.311  -0.180
F  -0.829  -4.804  0.491  -0.173
P  4.850  4.492  -5.262  0.257
F  5.973  3.919  -6.304  -0.185
F  4.084  5.215  -6.511  -0.167
F  4.048  3.133  -5.582  -0.174
F  3.719  4.999  -4.132  -0.191
F  5.590  3.735  -3.989  -0.186
F  5.826  5.808  -5.054  -0.181
P  -3.925  0.890  -3.914  0.204
F  -3.917  1.033  -5.541  -0.204
F  -2.638  -0.040  -4.245  -0.182
F  -2.996  2.189  -3.827  -0.168
F  -3.722  0.614  -2.310  -0.179
F  -5.258  1.835  -3.698  -0.191
F  -5.003  -0.380  -4.027  -0.196

Force components x, y, z for each atom (eV/Å):
C -1.13 -0.54 -1.55
N 0.56 -1.13 -0.73
C -1.02 -1.17 1.09
C -0.26 1.96 0.33
C -1.14 0.64 0.72
C 0.60 0.29 -0.25
O 0.58 0.91 1.56
H -0.01 -0.03 -0.37
H 0.33 -0.28 -0.31
H 0.27 0.30 0.26
H -0.32 -0.26 -0.56
H 0.18 0.52 0.21
H 0.20 -0.45 -0.36
H -0.01 0.14 0.05
H 0.00 0.49 0.48
H 0.77 -1.33 0.06
H 0.38 -0.44 0.03
H 0.14 0.24 0.47
H 0.21 0.05 -0.12
H 0.05 0.52 -0.76
H -0.22 -0.44 -0.58
C -1.12 -0.36 -0.58
N 1.51 0.94 -1.27
C 0.02 -0.17 0.50
C -0.19 0.15 1.18
C 1.42 -0.37 0.34
C 2.02 -1.02 -0.30
O -2.57 0.34 -1.72
H -0.12 -0.21 0.06
H -0.20 -0.05 0.92
H 0.38 0.27 0.23
H 0.33 0.13 -0.23
H 0.12 -0.22 -0.01
H 0.04 0.15 0.05
H -0.11 0.21 -0.04
H -0.10 0.13 0.16
H -0.06 0.02 -0.06
H 0.01 0.27 0.10
H -0.44 -0.12 0.08
H -0.75 -0.57 0.16
H -0.74 0.52 -0.15
H -0.05 -0.10 0.74
C 0.29 0.86 -0.97
C 0.02 -1.22 0.16
N -2.06 2.75 -0.05
C 0.20 -0.10 1.17
C -0.34 0.12 -1.52
N 1.35 -2.69 2.04
C 0.33 -0.53 -1.48
C -0.40 1.17 0.74
H -0.24 -0.17 -0.10
H 0.02 -0.13 -0.08
H 0.20 0.65 0.32
H 0.08 -0.46 -0.20
H -0.38 0.45 -0.33
H -0.26 -0.21 0.23
H 0.38 0.04 -0.10
H 0.13 -0.22 -0.04
H 0.30 -0.23 0.41
H 0.87 -0.42 -0.31
H -0.30 0.15 -0.41
C 0.11 -0.50 -0.09
C -1.35 -0.20 -0.44
C 1.45 -1.04 1.00
C -0.27 0.73 -0.77
P 0.37 -0.28 -0.41
C 2.16 0.54 0.59
C -2.14 0.20 -0.84
C 0.29 -0.45 -0.12
C 0.24 -0.55 -0.11
C -0.22 0.91 1.72
C 0.55 -1.09 -0.02
C -0.92 1.32 -0.65
C 0.80 -0.67 0.26
C -0.42 -0.66 -0.46
C 0.21 0.19 -0.42
C -0.45 -1.04 0.34
C 0.76 0.29 0.34
H 0.06 0.41 0.36
H 0.66 0.30 -0.72
H -0.05 1.08 0.46
H 0.06 0.13 -0.44
H -0.22 -0.31 0.43
H 0.19 -0.12 0.24
H -0.14 0.18 -0.32
H 0.10 0.62 -0.38
H 0.04 -0.39 0.49
H -0.56 -0.11 -0.35
H 0.13 0.36 -0.03
H -0.05 -0.27 0.04
H 0.21 -0.29 0.33
H -0.30 -0.12 -0.24
H -0.23 0.04 0.70
H 0.30 0.25 -0.17
H 0.35 0.54 0.43
H -0.02 0.04 -0.44
H -0.10 -0.87 -0.06
H -0.28 0.84 -1.12
H 0.34 -0.36 -0.20
H 0.33 -0.01 -0.22
H 0.09 -0.33 -0.60
H -0.09 0.11 0.28
H 0.08 -0.06 0.38
H -0.11 0.05 -0.42
H -0.74 0.19 0.33
H 0.00 0.04 0.49
H -0.09 0.00 0.49
H 0.06 0.19 -0.19
H 0.17 -0.10 -0.07
H -0.49 0.10 -0.04
H -0.03 -0.34 0.41
H -0.45 0.48 -0.73
H -0.57 -0.12 0.60
H 0.24 0.26 -0.21
P 0.83 0.51 -0.95
F -0.96 -0.68 -0.28
F 0.75 -2.16 0.93
F -0.12 1.02 0.51
F -0.47 0.72 -0.09
F 0.55 -0.29 -0.28
F -0.75 0.78 0.41
P 1.09 0.04 -0.45
F 0.74 0.71 -0.28
F -1.04 -0.37 0.21
F -0.44 -1.14 0.79
F 0.29 -0.10 -0.03
F -1.40 0.66 0.05
F 0.41 0.06 -0.08
P -2.19 0.05 -2.81
F 1.01 0.70 0.81
F 0.85 -0.29 -0.61
F -0.20 -0.84 0.61
F 0.10 -0.33 0.63
F 0.76 0.34 1.54
F -0.16 0.48 0.45
P 3.07 0.32 1.45
F -0.08 0.26 0.22
F -0.09 0.08 0.89
F -1.26 -0.37 0.46
F 0.59 -0.05 -1.82
F -0.44 0.51 -1.16
F -1.48 -0.66 0.14
P -1.00 -1.60 -0.70
F -1.41 0.97 -0.52
F 0.32 -0.60 1.25
F 0.29 0.47 0.39
F -0.36 0.39 -0.62
F 1.01 -0.18 -0.02
F 1.41 0.83 0.18

Lowest unoccupied orbital energy (eV): 0.78
HOMO (Ha): -0.2978
Charge: -1
HOMO-LUMO gap (eV): 8.9

Question: HOMO-LUMO gap of number 2 (C32H75F30N4O2P6)?
Answer: 8.9 eV